{
  "formula": "C26H14Cl3N3O8Ru",
  "method": "the ωB97M-V functional and the def2-TZVPD basis",
  "homo_lumo_gap_ev": [6.284, 6.915],
  "spin_multiplicity": 2,
  "total_energy_ha": -3240.71147,
  "e_above_lowest_ev": 2.5300,
  "total_charge": -1,
  "species": ["Ru", "Cl", "C", "C", "C", "Cl", "C", "O", "C", "Cl", "C", "H", "H", "O", "C", "O", "C", "C", "C", "C", "C", "C", "O", "N", "O", "O", "N", "O", "O", "H", "H", "N", "C", "C", "C", "C", "C", "C", "C", "C", "C", "C", "C", "C", "C", "H", "H", "H", "H", "H", "H", "H", "H", "H", "H"],
  "positions_angstrom": [[-0.99625, -1.17014, -0.03890], [-3.31075, -5.04114, 5.84930], [-2.91065, -4.47754, 4.27060], [-2.00475, -3.43684, 4.13340], [-1.69775, -2.98294, 2.86860], [-0.53385, -1.73324, 2.63970], [-2.27705, -3.52434, 1.68470], [-2.02075, -3.08624, 0.51870], [-3.16255, -4.61894, 1.90110], [-3.83455, -5.36934, 0.50950], [-3.48365, -5.08094, 3.15880], [-1.54635, -2.97994, 4.99540], [-4.17465, -5.90074, 3.26870], [0.33705, -1.27394, -4.13830], [0.45785, -1.11724, -2.93580], [-0.48875, -0.88364, -2.12310], [1.88215, -1.17174, -2.35820], [2.89815, -1.15064, -3.27740], [4.24265, -1.19144, -2.89270], [4.56375, -1.26654, -1.54510], [3.55965, -1.32674, -0.60290], [2.15265, -1.28594, -0.94810], [1.29045, -1.34354, -0.03670], [3.94515, -1.41604, 0.76750], [5.04375, -0.96624, 1.05980], [3.19115, -1.92304, 1.57270], [5.26215, -1.20584, -3.87720], [6.42255, -1.25624, -3.49820], [4.93575, -1.17344, -5.05180], [2.65405, -1.11164, -4.32910], [5.60015, -1.29984, -1.23750], [-1.78695, 0.56996, 0.66130], [-1.45655, 1.73156, 0.31230], [-2.46855, 2.79976, 0.13520], [-2.23295, 4.07676, 0.64040], [-3.21005, 5.05106, 0.54880], [-4.42275, 4.76766, -0.05840], [-4.66365, 3.49656, -0.55690], [-3.69975, 2.51126, -0.44740], [-0.02475, 2.09326, 0.12660], [0.36005, 2.95476, -0.89950], [1.70255, 3.18256, -1.14220], [2.66895, 2.56906, -0.36170], [2.29025, 1.72536, 0.67170], [0.95135, 1.48196, 0.91390], [-1.29855, 4.28986, 1.13810], [-3.03455, 6.03656, 0.95430], [-5.18745, 5.52936, -0.12800], [-5.61505, 3.27696, -1.02050], [-3.88525, 1.50636, -0.79960], [-0.38855, 3.42736, -1.51980], [1.99815, 3.84266, -1.94440], [3.71605, 2.75216, -0.55140], [3.04255, 1.25506, 1.28760], [0.64885, 0.83796, 1.73220]],
  "forces_ev_per_a": [[2.8, 0.3, -0.1], [-0.1, -0.2, 0.5], [0.2, 0.2, -0.4], [-0.1, 0.0, -0.1], [-0.6, -0.7, -0.4], [0.1, 0.4, -0.3], [0.0, -0.3, 1.0], [0.4, 1.2, -1.2], [0.4, 0.5, 0.2], [-0.2, -0.2, -0.3], [0.2, 0.2, 0.1], [0.0, 0.0, 0.1], [-0.1, -0.1, 0.0], [-0.4, 0.1, 0.0], [1.9, -0.3, 0.1], [-2.7, 0.5, 1.8], [-0.5, -0.1, 0.0], [0.3, 0.0, 0.0], [-1.1, -0.1, 1.0], [0.2, 0.0, -0.2], [-0.8, 0.0, -0.9], [0.8, 0.0, -1.0], [-2.7, -0.1, 1.0], [0.2, -0.1, 0.5], [0.4, 0.2, 0.3], [0.1, -0.1, 0.1], [0.5, 0.0, -0.4], [0.2, 0.0, 0.0], [0.0, 0.0, -0.1], [-0.1, 0.0, 0.0], [-0.1, 0.0, 0.0], [0.0, -2.2, -1.6], [0.8, 0.6, 0.2], [-0.4, 0.1, 0.5], [0.0, -0.1, 0.0], [0.0, 0.1, 0.0], [0.0, -0.1, 0.0], [-0.1, 0.1, 0.0], [0.2, -0.1, 0.0], [0.2, -0.2, -0.3], [0.0, -0.1, 0.1], [0.0, 0.1, -0.1], [0.0, 0.0, 0.1], [0.1, 0.0, 0.0], [-0.2, 0.1, 0.1], [0.1, 0.0, 0.0], [0.1, 0.1, 0.1], [0.0, 0.0, 0.0], [0.0, -0.1, 0.0], [0.0, 0.0, -0.1], [-0.1, 0.0, 0.0], [0.0, 0.0, -0.1], [0.1, 0.0, 0.0], [0.1, -0.1, 0.1], [0.1, 0.0, -0.1]],
  "mulliken_charge": [1.182, -0.254, 0.498, -0.842, 0.544, -0.097, 0.127, -0.856, 0.287, -0.220, -0.743, 0.429, 0.427, -0.719, 0.253, -0.575, -0.085, -0.401, -0.472, -0.535, -0.362, 1.172, -0.524, 1.096, -0.645, -0.579, 1.048, -0.668, -0.653, 0.605, 0.602, -1.151, 0.826, 0.162, -0.177, -0.713, -0.355, -0.627, -0.348, 0.724, -0.454, -0.755, -0.515, -0.498, -0.314, 0.444, 0.379, 0.381, 0.389, 0.471, 0.511, 0.393, 0.453, 0.418, 0.315]
}